Computed, not measured: a 10-piece molecular cluster, C22H56Cl4O14 overall at a distorted geometry, with ωB97M-V/def2-TZVPD.

Structure (XYZ):
```
96
Properties=species:S:1:pos:R:3:forces:R:3
C 4.6718 0.7143 1.9833 0.102 0.765 0.351
C 3.4578 1.2823 1.2486 -0.167 0.169 -0.938
C 2.2552 0.8320 2.0582 0.639 0.445 1.275
O 2.6768 -0.3768 2.7106 -0.673 -0.684 -0.847
C 4.0653 -0.3073 2.9624 0.306 0.414 0.308
H 5.1832 1.5242 2.5143 -0.085 -0.191 0.169
H 5.4224 0.3266 1.2973 -0.142 -0.340 -0.012
H 3.4540 0.8802 0.2284 -0.343 -0.141 0.125
H 3.4512 2.3680 1.1427 0.158 -0.028 0.158
H 1.3127 0.7541 1.5229 0.095 -0.626 -0.164
H 2.0548 1.5394 2.8790 0.074 0.252 -0.278
H 4.5209 -1.2942 2.8755 -0.239 -0.097 -0.071
H 4.2051 0.0327 3.9979 0.114 -0.036 -0.077
C -1.4079 0.7668 -2.4784 0.517 0.003 0.808
C -0.3285 -0.3158 -2.3769 -0.757 -0.217 -0.309
C 0.4380 0.0881 -1.1232 0.418 -0.314 -0.670
O -0.4824 0.8376 -0.3110 0.399 -0.348 -0.005
C -1.7212 0.9183 -0.9908 -0.794 0.644 -0.782
H -2.3160 0.5207 -3.0216 0.145 -0.086 -0.292
H -0.9506 1.6899 -2.8481 -0.245 0.028 -0.124
H 0.2852 -0.3945 -3.2735 0.139 -0.049 0.129
H -0.8411 -1.2702 -2.2009 0.228 -0.003 -0.102
H 1.3123 0.6891 -1.3922 -0.140 0.255 0.227
H 0.8368 -0.8027 -0.6382 -0.178 0.158 0.480
H -2.1727 1.8976 -0.8157 0.072 -0.112 0.392
H -2.4359 0.1407 -0.6989 0.318 -0.071 0.348
C -0.0039 -4.6209 1.7493 -0.675 -0.495 -0.556
C -0.5256 -3.8824 0.5238 0.149 0.403 -0.040
O -1.8774 -3.4632 0.6157 0.471 0.224 0.263
O 0.2101 -3.7951 2.8798 0.269 0.235 -0.458
H 0.8834 -5.1957 1.4444 0.122 0.218 0.235
H -0.7815 -5.3508 2.0014 0.180 0.100 0.293
H -0.4743 -4.5379 -0.3477 0.035 -0.113 0.064
H 0.1617 -3.0365 0.3102 -0.250 -0.075 0.024
H -1.9585 -2.7728 1.3001 -0.260 -0.290 -0.222
H 0.8254 -3.0986 2.5954 -0.122 -0.181 0.311
C -1.3539 -0.6760 2.5653 -0.405 0.592 -0.315
C -0.9819 -0.6451 4.0308 0.286 -0.380 -0.511
O -1.7401 0.2641 4.7834 -0.398 0.208 0.199
O -2.6449 -1.2320 2.2719 0.065 -0.395 0.061
H -0.6351 -1.2925 2.0228 0.000 -0.029 0.039
H -1.3112 0.3227 2.1171 0.165 0.064 0.183
H 0.0537 -0.3095 4.0986 0.136 -0.150 0.001
H -1.0474 -1.6736 4.4071 -0.035 0.088 0.183
H -2.6307 0.2834 4.4162 -0.059 0.087 0.102
H -3.3849 -0.7447 2.6672 0.597 -0.050 0.129
C -5.1172 1.0274 2.3591 0.306 -0.022 -0.774
C -5.1577 2.5162 2.1402 -0.086 0.618 -0.021
O -6.0904 3.1905 2.9899 0.007 -0.300 -0.180
O -4.4269 0.6340 3.5506 -0.640 0.321 -0.153
H -4.6198 0.6307 1.4628 0.399 -0.249 0.523
H -6.1116 0.5691 2.3349 -0.135 0.296 0.219
H -5.4278 2.6792 1.0883 -0.400 0.059 0.255
H -4.1780 2.9997 2.2325 0.108 -0.450 0.128
H -5.6203 3.5284 3.7562 0.035 0.079 -0.039
H -5.0010 0.9366 4.2702 0.322 -0.268 0.048
C 5.6140 -1.1853 -1.6579 -0.152 0.126 -0.248
C 4.3335 -0.7117 -2.3052 -0.350 -0.696 -0.292
O 3.2140 -1.2894 -1.6620 -0.153 0.230 -0.110
O 5.6958 -2.6100 -1.7947 0.112 0.357 0.123
H 5.5798 -0.9011 -0.6048 0.129 -0.015 0.034
H 6.4606 -0.6973 -2.1566 0.077 -0.099 0.164
H 4.3251 -1.0271 -3.3576 0.194 0.156 -0.029
H 4.2392 0.3749 -2.2880 0.119 0.061 0.160
H 3.0163 -2.1243 -2.1206 -0.033 -0.011 0.280
H 6.0340 -2.9446 -0.9603 -0.016 -0.166 -0.107
C 1.7207 -3.9154 -4.0425 0.193 -0.275 -0.027
C 2.5743 -3.6466 -5.2762 0.266 -0.435 0.649
O 3.5997 -4.6236 -5.4972 -0.344 0.154 0.283
O 2.4605 -3.7511 -2.8199 -0.224 0.156 -0.367
H 1.2695 -4.9151 -4.0473 0.162 0.063 -0.212
H 0.8958 -3.1986 -4.0700 0.153 0.095 0.410
H 3.0552 -2.6727 -5.1211 -0.297 0.104 -0.361
H 1.9047 -3.6662 -6.1368 0.277 0.165 -0.146
H 4.2918 -4.4742 -4.8403 -0.039 0.001 -0.196
H 3.1229 -4.4496 -2.7577 -0.113 0.040 -0.002
C 0.5143 4.2910 -0.4142 0.261 -0.112 0.518
C 1.9950 4.1186 -0.6687 0.432 -0.419 -0.973
O 2.8155 4.6032 0.3868 -0.526 -0.066 0.156
O 0.0187 3.4295 0.5882 -0.013 -0.347 -0.027
H -0.0268 4.1016 -1.3487 0.083 0.323 -0.106
H 0.3712 5.3171 -0.0679 -0.313 -0.022 -0.125
H 2.2522 4.6401 -1.6067 -0.143 0.015 0.171
H 2.1800 3.0442 -0.8701 0.070 0.200 0.237
H 3.7048 4.7295 0.0524 0.069 -0.009 -0.074
H -0.0684 2.5235 0.2148 0.067 0.442 0.274
C -4.2197 4.6015 -1.1368 0.075 0.366 -0.295
Cl -3.3833 5.3716 0.2146 -0.081 -0.209 0.032
Cl -3.0842 3.9621 -2.3435 -0.098 0.006 0.021
H -4.8623 3.7976 -0.8076 0.188 -0.093 0.233
H -4.8116 5.3618 -1.6294 -0.020 0.055 -0.037
C -6.6898 0.3911 -0.9542 0.548 -0.534 0.518
Cl -5.0746 -0.3441 -1.1434 -0.216 0.128 -0.108
Cl -6.7293 2.0741 -1.4444 -0.200 0.020 -0.291
H -7.3844 -0.2315 -1.4995 -0.152 0.266 -0.271
H -6.9043 0.3506 0.1055 -0.139 0.041 0.051
```
Positions in Å, forces in eV/Å.

HOMO level	-9.29	eV
SMILES	C1CCOC1.C1CCOC1.ClCCl.ClCCl.OCCO.OCCO.OCCO.OCCO.OCCO.OCCO
ΔE to the lowest compared entry with this formula, charge and spin	0.0	kJ/mol
total charge	0

***

Computed, not measured: a 2-piece molecular cluster, C3H5N3OS2 overall at a distorted geometry, with ωB97M-V/def2-TZVPD.

Structure (XYZ):
```
14
Properties=species:S:1:pos:R:3:forces:R:3
C -1.4807 -0.3078 -0.5343 1.495 -0.369 -1.664
C 0.0236 -0.5544 -2.5723 0.510 -0.091 -0.569
C -0.3258 -0.8835 -1.3044 -0.688 0.069 0.082
N 0.5203 -1.7505 -0.6748 -0.647 -0.190 -0.641
N 1.4481 -2.1487 -1.4051 2.159 0.040 -0.560
N -1.4880 -0.7199 0.7306 0.986 -1.029 2.432
O -2.2139 0.4468 -1.1060 -1.207 0.982 0.105
S 1.5290 -1.3082 -2.9237 -1.622 -0.460 1.105
S 1.4761 1.2890 0.0663 -0.228 -0.809 1.881
H -0.5362 0.0596 -3.2775 0.293 -0.063 0.434
H 0.8904 0.7149 1.2284 0.589 0.922 -1.455
H -0.6861 -1.2995 1.0315 -0.752 0.358 -0.692
H -1.7665 -0.1386 1.4980 -0.856 0.391 -0.225
H 2.4155 0.3231 0.1466 -0.032 0.250 -0.233
```
Positions in Å, forces in eV/Å.

HOMO level	-9.59	eV
SMILES	NC(=O)c1csnn1.S
ΔE to the lowest compared entry with this formula, charge and spin	0.0	kJ/mol
total charge	0

***

Computed, not measured: a 2-piece molecular cluster, C6H14N2O2 overall at a distorted geometry, with ωB97M-V/def2-TZVPD.

Structure (XYZ):
```
24
Properties=species:S:1:pos:R:3:forces:R:3
C -2.1005 0.5623 1.2449 -1.866 -3.358 -1.795
C 0.4375 -2.3369 1.5485 1.019 0.855 0.618
C -0.9261 -0.2136 1.7703 0.844 1.349 0.194
O -0.1227 0.3509 2.4931 -0.054 -0.551 0.462
N -0.6201 -1.3944 1.1645 -1.127 -3.238 -0.343
H -3.0674 0.4386 1.7741 0.929 0.686 0.458
H -1.3227 -2.0139 0.7193 -0.099 1.693 0.320
H 0.7765 -2.7790 0.6149 0.570 0.142 -0.003
H -1.7899 1.5272 0.9549 0.038 1.222 0.195
H -2.4023 0.0105 0.2994 0.411 0.835 0.538
H 1.2047 -1.7481 2.0793 -0.004 -0.424 -0.526
H 0.2142 -3.2070 2.1922 -0.748 0.661 -0.003
C -0.2938 -0.4128 -2.8523 -0.276 -0.746 0.080
C 1.6575 1.4206 -0.0930 0.727 -0.477 -0.098
C 0.9326 1.0039 -1.3557 -0.733 1.053 -1.046
O 0.7176 1.8506 -2.2179 0.411 0.115 0.292
N 0.4814 -0.2686 -1.6182 0.474 0.504 -0.058
H 0.2790 -0.8360 -0.8230 -0.119 -0.443 0.270
H -1.2939 0.0487 -2.7548 0.609 0.293 -0.364
H 1.7949 2.5060 -0.1059 0.034 -0.322 -0.306
H 0.2960 -0.0587 -3.7109 -0.504 0.307 0.489
H -0.4990 -1.4658 -3.0776 0.258 -0.048 0.433
H 1.1574 1.1916 0.8304 -0.444 -0.366 0.304
H 2.6417 0.9195 -0.0328 -0.349 0.259 -0.114
```
Positions in Å, forces in eV/Å.

HOMO level	-9.31	eV
SMILES	CNC(C)=O.CNC(C)=O
ΔE to the lowest compared entry with this formula, charge and spin	135.8	kJ/mol
total charge	0

***

Computed, not measured: C13H50B4N2O4Zn as an isolated structure at a distorted geometry, with ωB97M-V/def2-TZVPD.

Structure (XYZ):
```
74
Properties=species:S:1:pos:R:3:forces:R:3
Zn 1.1814 -2.3316 -0.3664 1.565 -0.186 0.166
B 1.0878 -3.0428 -2.3582 -0.431 0.327 -0.727
H 1.6618 -3.6753 -1.5993 1.007 -1.707 0.200
H 0.0254 -2.9320 -1.9006 -1.851 0.062 -0.010
H 1.5692 -1.9897 -2.3120 0.642 1.469 -0.498
H 1.0486 -3.4248 -3.4450 0.034 -0.617 -1.275
B 0.2051 -0.4853 0.1170 0.503 1.097 -0.284
H -0.3729 0.4518 0.4505 -0.897 1.068 0.376
H 1.1606 -0.6274 0.7492 0.940 -0.013 1.286
H -0.4367 -1.4223 0.1112 -1.749 -1.413 0.311
H 0.6220 -0.3829 -0.9517 -0.020 0.467 -1.479
B 0.7337 -4.0852 0.8991 0.730 -0.620 0.555
H 1.1150 -3.1668 1.5018 0.130 1.015 1.548
H 0.1979 -4.9548 1.4387 -0.939 -0.690 1.088
H 0.0730 -3.7127 0.0436 -1.635 0.083 -1.191
H 1.7089 -4.5086 0.4479 1.113 -0.781 -0.627
B 3.5310 -1.9072 -0.1395 -0.071 0.298 -0.097
H 3.0772 -1.7658 0.9187 -0.354 -0.063 1.572
H 4.6834 -1.7986 -0.1640 1.529 0.158 0.117
H 3.2452 -2.8995 -0.6525 -0.108 -1.588 -0.163
H 3.0647 -1.1055 -0.8304 -0.369 1.291 -0.775
C -6.1375 -1.4323 0.3900 0.509 0.004 0.641
O -4.9683 -2.1986 0.2055 -0.194 0.022 -0.190
C -3.7299 -1.4887 0.4436 -1.016 -0.680 -0.275
C -3.5830 -1.1204 1.9127 0.869 0.222 0.343
N -2.3201 -0.4351 2.1574 0.657 0.566 -1.177
C -1.7387 -0.5036 3.4802 -1.615 -2.611 0.789
C -0.2578 -0.1662 3.5389 -0.554 1.425 -1.088
O 0.2078 0.1503 4.8280 0.179 0.565 0.110
C 0.2758 -0.9474 5.7119 0.890 0.758 -0.391
H -6.1942 -0.4905 -0.1697 0.373 -0.059 -0.340
H -6.1865 -1.1479 1.4451 -0.537 -0.030 0.044
H -6.9920 -2.0432 0.1082 -0.001 -0.105 0.081
H -3.7658 -0.6576 -0.2637 0.577 0.380 0.316
H -2.9738 -2.2133 0.1472 0.234 0.243 -0.038
H -3.5795 -2.0426 2.5093 -0.503 -0.194 -0.057
H -4.4193 -0.4792 2.2003 0.007 -0.027 0.298
H -1.6294 -0.7828 1.4848 -0.208 0.273 0.197
H -1.9055 -1.5387 3.8592 0.441 -0.264 -0.177
H -2.4278 -0.0281 4.1941 0.699 1.085 -0.044
H -0.2098 0.7308 2.9114 0.396 0.339 0.450
H 0.4117 -0.8246 2.9789 -0.298 -0.701 0.352
H 0.6916 -0.5595 6.6482 -0.746 0.119 0.195
H 1.1011 -1.6045 5.4012 -0.755 -0.644 -0.342
H -0.7384 -1.3482 5.7729 0.443 -0.711 0.501
C 0.3681 2.3552 -2.7233 -1.147 0.440 -0.803
C 1.3487 1.3005 -3.1916 1.116 0.618 0.357
C 2.1314 1.8246 -4.4062 0.500 -0.490 0.808
O 2.7967 0.7480 -5.0805 -0.479 1.178 -0.622
C 2.8780 1.0291 -6.4608 0.891 -1.401 -0.049
N 2.3267 1.0169 -2.1286 0.408 0.907 -0.238
H 0.7775 3.3443 -2.4943 0.670 -0.279 0.176
H -0.1678 2.0235 -1.8368 -0.108 -0.082 -0.066
H -0.3429 2.6010 -3.5288 -0.294 -0.322 0.167
H 0.8817 0.3684 -3.5139 -0.261 0.005 0.295
H 2.9210 2.4907 -4.0365 -0.064 0.232 0.029
H 1.5005 2.4186 -5.0747 -0.191 -0.293 -0.200
H 3.6110 0.3226 -6.8658 -0.190 -0.218 0.003
H 3.3147 1.9890 -6.7567 -0.450 0.441 0.432
H 1.9254 0.8132 -6.9503 -0.134 0.412 -0.147
H 2.7356 1.9224 -1.8851 0.300 -0.057 -0.330
H 1.8854 0.8154 -1.2405 -0.260 -0.788 -0.241
C 0.9514 4.6993 1.8743 0.168 -1.378 -1.237
C 0.2235 3.4458 1.3356 0.149 -0.605 0.810
C -1.0726 3.7865 0.6260 -0.374 -0.419 0.331
O 1.0877 2.6244 0.5858 0.677 0.793 -0.695
H 1.9532 4.3870 2.1700 -0.088 0.067 0.405
H 0.3500 5.0614 2.7029 0.218 0.487 -0.023
H 1.0973 5.3890 1.0404 -0.259 0.419 0.244
H -0.0057 2.8417 2.2230 -0.471 0.222 0.174
H -0.9424 4.2845 -0.3352 0.187 0.092 0.049
H -1.6870 4.3949 1.2962 -0.005 0.190 -0.138
H -1.6374 2.8638 0.4700 0.037 0.000 -0.182
H 0.6766 1.7771 0.3316 -0.161 0.201 0.400
```
Positions in Å, forces in eV/Å.

HOMO level	-2.39	eV
total charge	-2

***

> Which formula does entry 3 have?

C6H14N2O2

***

> total charge of number 4 (C13H50B4N2O4Zn)?

-2